1.
CH2N2O2S | ωB97M-V/def2-TZVPD

Cartesian coordinates (Å):
1 C -2.1417 -0.2312 -0.3997
2 N 0.8299 -0.0943 -0.6871
3 N 1.0983 0.2894 0.4548
4 O 0.1236 1.0983 0.9810
5 O 2.0459 0.0755 1.1587
6 S -2.8481 -1.5213 -0.7879
7 H -0.6493 1.0809 0.3684
8 H 1.5414 -0.6973 -1.0882

Forces on the atoms, in the same order (eV/Å):
-0.27 -0.14 -0.03
-0.82 -0.29 -1.74
-0.48 0.11 -0.21
0.07 0.43 0.70
0.55 0.05 0.69
0.14 0.21 0.03
0.42 -0.43 -0.06
0.39 0.06 0.61

Net charge = 0
Frontier orbital gap = 0.3661 hartree
HOMO energy = -10.5 eV
E_LUMO = -0.52 eV
ΔE to the lowest compared entry with this formula, charge and spin = 708.7 kJ/mol

---

2.
C25H24MgN3O3 | ωB97M-V/def2-TZVPD

Cartesian coordinates (Å):
1 Mg 0.1498 -0.0671 -0.3854
2 O 0.0497 0.6616 -2.2076
3 C 0.6804 -0.4467 -2.7650
4 C 0.0101 -0.9410 -4.0093
5 C 0.5697 -1.8338 -4.8240
6 C 1.9596 -2.3275 -4.5803
7 C 3.2241 -2.2737 -2.7706
8 C 2.4957 -1.3242 -1.7921
9 C 3.0981 -0.8594 -0.5283
10 N 2.4490 -0.1054 0.3399
11 C 3.3287 0.1835 1.3533
12 C 4.5290 -0.4163 1.1090
13 N 4.3604 -1.0825 -0.0942
14 H -0.9774 -0.5377 -4.2152
15 H 0.0408 -2.1824 -5.7058
16 H 2.3774 -2.7326 -5.5048
17 H 4.2393 -2.6154 -2.5428
18 H 3.0404 0.7877 2.1970
19 H 5.4482 -0.4488 1.6665
20 H 5.0462 -1.6190 -0.5930
21 C -2.4237 -2.0274 -1.6891
22 N -1.5397 -2.1851 -0.5435
23 C -2.3158 -2.3924 0.6672
24 C -0.6015 -3.2842 -0.7688
25 C 0.5031 -2.9139 -1.7322
26 C 1.1178 -3.7980 -2.5260
27 C 2.2593 -3.3383 -3.3864
28 C 2.9120 -1.2912 -3.9308
29 C 2.2310 -0.3105 -2.9476
30 C 0.9877 -1.5373 -1.6454
31 H -3.0667 -2.9150 -1.8237
32 H -1.8331 -1.8925 -2.5929
33 H -3.0579 -1.1513 -1.5506
34 H -2.8913 -3.3341 0.6345
35 H -3.0196 -1.5697 0.7977
36 H -1.6579 -2.4116 1.5369
37 H -1.1363 -4.1988 -1.0793
38 H -0.1244 -3.4933 0.1947
39 H 0.8215 -4.8446 -2.5612
40 H 2.8100 -4.1992 -3.7722
41 H 3.6867 -0.8686 -4.5694
42 H 2.6092 0.7128 -2.9219
43 O -2.3105 0.8020 2.7419
44 C -2.0350 0.8861 1.5497
45 O -0.8785 0.6980 1.0347
46 C -3.1523 1.2364 0.5712
47 C -4.4612 1.2782 1.0439
48 C -5.5141 1.5578 0.1866
49 C -5.2651 1.8070 -1.1580
50 C -3.9620 1.7727 -1.6338
51 C -2.9068 1.4867 -0.7758
52 H -4.6233 1.0832 2.0961
53 H -6.5298 1.5808 0.5641
54 H -6.0856 2.0239 -1.8321
55 H -3.7577 1.9597 -2.6811
56 H -1.9003 1.4423 -1.1756

Forces on the atoms, in the same order (eV/Å):
0.05 0.05 0.02
0.08 -0.07 -0.05
-0.10 0.03 0.04
-0.04 0.03 0.03
0.04 -0.03 -0.01
-0.03 -0.02 0.03
0.03 -0.05 0.00
-0.08 -0.02 -0.03
0.07 -0.15 0.08
-0.29 0.17 0.03
0.24 -0.18 -0.08
-0.15 0.01 -0.03
0.06 0.20 0.09
0.00 0.00 0.00
0.00 0.00 0.00
0.01 0.00 0.00
0.00 0.02 0.03
0.00 0.00 0.00
0.00 0.00 -0.01
0.00 -0.01 0.01
0.00 0.01 0.00
-0.05 -0.01 -0.02
-0.02 0.02 0.01
-0.02 0.00 0.06
0.04 -0.06 -0.06
0.02 0.04 -0.06
-0.04 -0.03 0.04
0.03 0.01 0.00
-0.04 0.03 0.01
0.14 0.03 -0.15
0.00 0.00 0.01
0.00 0.00 0.00
0.01 -0.01 -0.01
0.01 -0.01 0.00
0.01 -0.01 0.00
0.00 0.00 0.00
0.00 -0.01 -0.01
-0.01 -0.01 0.02
0.00 0.00 0.00
0.00 0.01 -0.01
-0.02 -0.01 -0.03
0.00 -0.01 0.00
0.01 -0.01 -0.01
0.00 0.03 -0.03
0.05 0.00 0.10
-0.01 -0.02 0.01
0.00 0.01 0.00
0.00 0.00 0.00
0.00 0.00 0.00
-0.01 0.00 -0.01
0.00 0.00 0.03
0.00 0.00 0.00
0.00 0.00 0.00
0.00 0.00 0.00
0.00 0.00 0.00
0.01 0.01 -0.02

Net charge = -1
Frontier orbital gap = 0.2326 hartree
HOMO energy = -3.6 eV
E_LUMO = 2.70 eV
ΔE to the lowest compared entry with this formula, charge and spin = 374.8 kJ/mol

---

3.
C15H25NO2S | ωB97M-V/def2-TZVPD

Cartesian coordinates (Å):
1 C -0.8832 1.4702 -2.9603
2 C 0.5043 0.9762 -3.3476
3 H 0.9350 1.6458 -4.0938
4 H 1.1558 0.9892 -2.4728
5 C 0.4806 -0.4411 -3.9400
6 C -0.1287 -1.4275 -2.9919
7 C 0.4548 -1.8408 -1.8363
8 C 1.8043 -1.4068 -1.4378
9 O 2.7097 -1.2134 -2.2203
10 C 1.9939 -1.2417 0.0562
11 C 0.6605 -1.1116 0.7885
12 C -0.1104 -2.4089 0.5658
13 C -0.2460 -2.7343 -0.8962
14 N -0.9418 -3.7489 -1.2076
15 H -0.9441 -4.0046 -2.1931
16 H -1.1095 -2.3746 1.0010
17 H 0.4127 -3.2400 1.0472
18 C 0.8651 -0.7963 2.2780
19 C -0.1351 0.2105 2.8445
20 C -1.5772 -0.2693 2.8300
21 H -2.2224 0.4508 3.3296
22 H -1.9312 -0.3854 1.8092
23 H -1.6628 -1.2222 3.3492
24 H 0.1618 0.4554 3.8687
25 S 0.0143 1.7922 1.9030
26 C -0.3508 2.9807 3.2445
27 C -0.3622 4.3932 2.6942
28 H 0.6025 4.6355 2.2548
29 H -0.5731 5.1016 3.4927
30 H -1.1244 4.4931 1.9250
31 H -1.3220 2.7182 3.6658
32 H 0.4218 2.8629 4.0064
33 H 0.8086 -1.7146 2.8681
34 H 1.8639 -0.3770 2.4165
35 H 0.1110 -0.2773 0.3368
36 H 2.6207 -0.3609 0.2097
37 H 2.5502 -2.1068 0.4297
38 O -1.3836 -1.7549 -3.3402
39 H -1.8060 -2.3159 -2.6687
40 H 1.4993 -0.7442 -4.1766
41 H -0.1243 -0.4447 -4.8479
42 H -1.3021 0.8638 -2.1602
43 H -1.5578 1.4258 -3.8125
44 H -0.8322 2.4987 -2.6114

Forces on the atoms, in the same order (eV/Å):
0.22 0.03 -0.04
-0.20 -0.07 -0.01
0.09 -0.01 0.03
0.09 0.05 -0.06
0.05 0.04 -0.05
0.15 0.05 0.17
-0.23 -0.29 -0.42
0.10 -0.08 0.06
0.11 0.16 0.00
-0.04 0.23 0.00
0.20 -0.19 0.27
-0.05 0.27 0.11
0.02 0.16 -0.15
-0.58 -0.58 0.13
0.27 0.23 -0.06
-0.02 -0.05 0.00
0.03 0.01 0.05
-0.02 0.21 -0.07
0.02 0.38 -0.14
0.13 0.04 0.11
-0.08 0.03 -0.01
-0.08 -0.04 -0.09
-0.07 -0.15 0.06
0.00 -0.05 -0.05
0.06 0.03 0.31
0.06 -0.40 -0.20
0.00 -0.15 0.00
0.07 0.09 -0.04
0.00 0.09 0.01
-0.06 0.08 -0.06
0.04 0.05 0.09
-0.10 0.03 0.04
0.03 -0.06 0.02
0.01 -0.05 0.05
-0.03 -0.08 -0.08
0.04 -0.04 -0.03
0.05 -0.03 0.04
-0.07 0.02 -0.11
0.17 0.08 0.04
-0.11 -0.06 -0.03
0.03 -0.02 -0.02
-0.11 -0.04 0.09
-0.13 0.02 -0.06
-0.07 0.09 0.06

Net charge = 0
Frontier orbital gap = 0.3361 hartree
HOMO energy = -8.7 eV
E_LUMO = 0.48 eV
ΔE to the lowest compared entry with this formula, charge and spin = 111.0 kJ/mol
SMILES string = [H]/N=C1/C[C@@H](C[C@H](C)SCC)CC(=O)/C1=C(/O)CCC

---

4.
C5H12OS | ωB97M-V/def2-TZVPD

Cartesian coordinates (Å):
1 C -2.1160 -0.9768 1.5921
2 C 2.3732 -1.2969 -0.8853
3 C 2.0953 1.2397 -1.0770
4 C -2.0811 1.4238 0.2561
5 C 2.1835 0.1409 -0.2971
6 O -1.1757 -0.9602 -0.9292
7 S -2.2930 -0.4446 -0.0976
8 H -1.2380 -0.5517 2.0132
9 H -3.0342 -0.5723 2.1143
10 H 1.4160 -1.7858 -0.6566
11 H 2.7430 -1.0911 -1.9320
12 H 3.2204 -1.9198 -0.4173
13 H 1.8759 1.2082 -2.0877
14 H -2.0764 -2.1769 1.5399
15 H 1.7389 2.1902 -0.7721
16 H -1.9747 1.6211 1.3171
17 H -1.1369 1.6866 -0.4355
18 H -2.9041 1.9742 -0.1014
19 H 2.3840 0.2916 0.8563

Forces on the atoms, in the same order (eV/Å):
-1.26 -2.28 -0.10
1.47 1.36 0.73
-1.21 -1.41 1.88
2.99 -1.28 -1.69
2.10 0.35 1.19
0.23 0.35 0.51
-0.97 1.07 -0.57
0.88 0.09 0.51
0.96 -0.76 -0.42
0.29 -0.25 -1.00
-1.24 -0.87 0.75
-1.27 1.17 -0.26
0.20 -0.88 -2.26
-0.18 2.86 0.40
0.48 0.95 1.27
0.49 -0.02 0.03
-1.93 -0.46 1.94
-1.15 0.38 -0.62
-0.87 -0.38 -2.30

Net charge = 0
Frontier orbital gap = 0.3528 hartree
HOMO energy = -8.9 eV
E_LUMO = 0.74 eV
ΔE to the lowest compared entry with this formula, charge and spin = 318.5 kJ/mol